Density functional theory data (wB97M-V/def2-TZVPD) for 11 unconnected molecules or ions with the total composition C49H79NO31.

```
160
Properties=species:S:1:pos:R:3:forces:R:3
O 0.486006 4.966602 3.643520 0.04 -0.27 0.08
O -5.889389 -0.904876 1.046291 0.15 0.66 -1.40
O -6.489619 1.062654 -2.228684 -0.81 -0.44 -0.53
O 1.444014 3.006174 3.263004 0.27 0.00 0.13
O -0.679018 2.684273 -3.072400 0.59 0.38 -0.27
O -0.789857 6.800774 -3.044753 0.02 -0.70 -0.41
O -0.793256 -6.989639 0.146987 0.24 -0.25 0.32
O -5.569538 -0.856209 -2.726908 0.45 -0.79 -0.10
O 3.270933 -4.949643 -1.164527 -0.15 -0.36 0.54
O -1.391487 8.910556 -2.652658 -0.14 -0.37 0.43
O -1.652245 1.298573 -1.601174 -0.34 0.95 -0.54
O -0.855888 -6.472438 -2.057924 0.84 -0.20 0.35
O -1.482838 -4.987029 -0.585274 -0.82 0.36 0.67
O -0.367271 -1.700478 -4.227993 -1.02 -0.20 0.08
O 6.625260 1.961803 -2.944732 0.12 -0.73 -0.36
O 0.577532 8.154775 -1.903570 -0.08 -0.53 -0.33
O 0.462194 1.783568 -1.298592 1.22 0.16 -1.51
O -7.590520 -0.910609 -1.813264 -0.20 0.44 0.17
O 2.828708 -2.813387 -0.912182 0.80 0.81 0.33
O -2.009089 1.889475 4.465453 0.70 0.82 -0.19
O -4.180290 0.289558 1.845531 0.50 -0.30 -0.41
O -2.504012 -0.243633 4.353079 0.34 -0.14 -1.20
O -0.767201 -0.401573 -5.990391 -0.87 -0.53 0.36
O 0.080465 -6.440140 4.131394 -0.14 -0.13 0.59
O -0.851320 0.632164 3.028675 0.02 -0.47 -0.68
O 0.135073 3.915872 1.690873 0.11 0.06 -0.07
O 1.776776 -6.265709 2.661777 0.39 -0.21 0.17
O -2.407459 -1.747249 -5.224666 -0.63 -0.29 0.18
O -4.627581 -1.792726 2.575738 1.46 -0.30 -0.54
O 3.352886 -3.513991 -2.931454 0.08 -0.84 0.55
O 0.460854 -4.503947 3.100488 0.40 -0.52 0.00
N 5.704984 1.863746 -1.887490 -0.76 1.09 1.15
C -1.392758 -4.211454 -1.820267 1.13 -0.81 1.87
C 1.851771 3.362166 4.589072 0.59 -0.65 -0.39
C 6.396579 1.769888 -0.617455 1.77 -0.48 0.89
C 1.382121 7.003622 -2.167562 -0.28 -1.25 -0.26
C -6.048841 -3.451626 3.396135 -1.10 0.41 -0.79
C 4.218284 0.918943 0.446444 0.31 -0.81 -1.44
C -0.623606 8.006100 -2.519239 -0.02 1.82 -0.37
C -1.731302 0.736119 3.810263 -0.47 0.08 1.79
C 2.837436 -3.279541 0.434863 -1.22 0.03 0.32
C 1.775334 6.328264 -0.864070 -0.16 1.11 0.65
C -3.799368 -0.596687 6.318672 0.76 0.83 0.38
C 4.944243 -0.470090 -2.499066 0.02 -0.43 0.22
C 7.348413 2.965811 -0.476740 -0.56 0.44 0.07
C -2.934669 1.693762 5.511199 -1.87 0.28 -0.68
C -1.090559 -5.303595 -2.855187 -0.66 0.04 -0.01
C 5.418223 1.852668 0.532261 -1.11 0.99 0.62
C 0.654083 3.960370 2.764101 -0.69 0.21 -0.16
C -0.989411 -6.220061 -0.731824 -0.75 0.26 -1.21
C -4.773263 -0.743525 1.744128 -1.27 0.92 1.49
C 3.587200 0.999092 -0.972465 -0.43 1.72 1.43
C -5.411353 1.391705 -3.153570 0.74 0.69 2.31
C 1.175820 1.014009 -5.986639 -0.70 0.28 0.99
C 3.822286 1.580219 -3.350170 -0.31 0.48 0.11
C -1.676470 -3.402338 3.486910 -0.74 1.62 -0.60
C -2.234393 -5.612745 -3.798024 -0.72 0.66 0.49
C 2.829476 -4.806544 0.218104 0.38 0.21 0.34
C -0.600787 2.029858 -2.088520 -0.65 -1.83 1.46
C 0.431352 6.081866 -3.014687 0.93 -0.10 0.78
C -4.585313 0.120843 -3.119485 -0.42 -1.25 -0.86
C 0.875436 -5.798452 3.271371 -0.52 0.56 -0.72
C -5.413467 -2.881532 2.126876 -1.26 -0.98 0.31
C 4.573950 0.992689 -2.158751 -0.40 -1.32 -0.42
C 0.437867 4.875549 6.044546 -0.41 -1.05 0.54
C -6.420439 -2.233739 1.116154 1.12 0.73 0.84
C 1.304973 4.737079 4.825453 -0.68 1.92 -0.57
C 0.841416 -0.971661 -4.409346 -0.27 0.28 -1.20
C -1.306325 -1.326658 -5.164031 1.44 0.57 0.29
C 3.195680 -3.772268 -1.764557 -0.25 0.92 -1.44
C -6.664872 -0.281211 -2.225223 0.59 0.29 0.18
C -0.979910 -5.572973 4.545005 -0.44 0.21 -0.77
C 0.134096 1.063598 -0.103577 -2.89 2.39 0.21
C -1.385074 0.784778 -0.319821 0.34 -2.09 0.99
C -4.681893 2.578071 -2.550520 0.64 0.94 -2.40
C 7.212159 0.457139 -0.391964 -0.20 -0.15 -0.87
C -3.528976 0.335177 5.144725 -0.31 -0.73 1.43
C -0.522986 -4.194745 4.060214 -1.12 0.09 0.78
C 0.636888 -0.401058 -5.808983 1.21 0.80 -1.56
C 1.653593 -2.537354 1.045791 -0.06 -0.17 0.52
C -1.805670 -0.676229 -0.289733 0.64 -0.88 -0.18
H 2.186248 1.045551 -5.582208 0.08 0.17 -0.22
H -1.910030 1.286801 0.493090 -0.39 0.39 -0.49
H 2.691143 5.743335 -0.909444 -0.30 -0.46 -0.27
H 6.754371 3.881878 -0.557657 0.05 0.02 -0.28
H 5.032401 2.881480 0.595202 -0.24 -0.02 -0.48
H -4.208823 -0.263868 -4.067903 -0.04 0.50 -0.20
H -4.847219 -3.626363 1.560282 0.46 0.17 0.34
H 0.286005 5.114288 -2.535750 -0.18 0.07 0.03
H 5.934402 1.821921 1.495847 0.26 -0.67 -0.14
H 2.224476 7.271177 -2.805259 0.12 0.34 0.32
H -4.561073 -0.173962 6.975480 -0.28 -0.15 -0.22
H -3.212210 -5.541865 -3.306094 0.20 0.25 0.38
H 1.889628 -5.323428 0.392319 -0.10 0.07 -0.27
H 4.224746 -0.870823 -3.213838 0.16 -0.04 -0.14
H 3.565125 2.616827 -3.115297 0.05 0.05 -0.11
H -5.840269 1.689681 -4.107573 0.02 -0.40 -0.15
H 2.764767 0.281246 -1.001776 0.49 -0.54 -0.68
H 0.970048 4.621278 6.965143 0.25 -0.02 -0.15
H 1.973086 7.082808 -0.095212 0.14 0.22 -0.25
H -4.043833 -1.608323 6.008562 -0.12 0.03 -0.04
H 2.940798 3.377406 4.580754 -0.03 -0.33 0.34
H 5.960582 -0.593974 -2.872349 -0.09 0.27 -0.31
H 7.764289 3.015696 0.530925 0.23 -0.33 -0.07
H -2.255288 -6.647728 -4.131172 0.67 0.21 -0.64
H -6.317796 -2.637549 0.112290 -0.60 -0.28 0.12
H 1.515454 -2.725343 2.108039 -0.03 -0.37 -0.13
H 0.845258 5.881077 -4.002924 -0.38 0.32 -0.21
H 3.475381 1.158767 1.206071 -0.05 -0.07 0.01
H -4.233675 2.538589 -1.564983 -0.60 -0.36 0.26
H -7.429639 -2.076034 1.494340 -0.10 -0.66 -0.25
H -6.869698 -4.131566 3.154207 0.28 -0.27 -0.09
H -2.548133 1.864737 6.515873 0.56 -0.49 -0.12
H 2.037159 5.545400 4.755301 0.32 -0.34 0.27
H -3.764818 2.393262 5.382524 0.34 0.38 0.05
H -2.889607 -0.586317 6.925926 0.02 -0.44 -0.01
H -1.895101 -5.797874 3.993305 0.10 -0.52 -0.01
H -4.471344 0.475712 4.611631 0.36 -0.07 -0.64
H 4.375984 1.556699 -4.290083 0.09 -0.17 0.06
H 0.896300 5.818646 -0.466594 0.30 -0.56 -0.07
H 0.740225 -2.763633 0.493651 -0.07 -0.15 0.15
H 1.113813 1.491703 -6.962095 0.18 -0.69 -0.33
H 1.426118 2.617387 5.261668 0.24 0.03 0.14
H -1.791627 -1.159067 0.690455 -0.12 0.64 0.33
H 1.047716 -1.021809 -6.613619 0.06 -0.31 0.31
H 1.658096 -1.687739 -4.368261 0.21 0.30 0.36
H 2.874214 1.059810 -3.487095 0.08 -0.12 -0.01
H 0.918811 -0.100608 -3.753036 0.01 -0.48 0.59
H -5.258601 3.473530 -2.791713 -0.26 0.06 0.92
H 7.933456 0.278639 -1.193086 -0.14 0.08 -0.15
H 3.012481 1.934099 -0.957885 0.32 0.25 -0.41
H 1.798205 -1.456227 0.997052 0.36 -0.05 -0.33
H -0.320581 4.095021 5.914574 -0.23 0.21 0.24
H -2.795686 -0.836111 -0.715821 -0.02 0.13 -0.03
H -0.019650 1.909663 0.563032 1.48 -0.57 1.09
H -2.285864 -3.601939 -1.908759 -0.03 -0.11 -0.34
H -0.059448 -3.667818 4.899155 0.09 0.28 -0.21
H 3.729181 -3.052429 1.027045 0.29 0.49 -0.67
H 7.792333 0.416941 0.529837 -0.25 0.37 0.18
H 0.532004 1.656251 -5.374375 0.27 0.02 0.31
H -3.834829 2.766495 -3.229453 0.20 -0.27 0.15
H -0.180926 -5.018867 -3.382629 0.05 -0.38 -0.12
H -1.409986 -2.444296 3.025609 0.69 -0.12 0.15
H -1.199404 -5.655679 5.604999 0.40 -0.05 0.09
H -6.565528 -2.592312 3.832755 0.21 -0.08 0.42
H 4.468725 -0.146288 0.506148 0.40 0.09 0.73
H 3.591220 -5.232573 0.863788 -0.12 -0.39 -0.13
H 6.278609 2.662672 -3.506975 0.03 0.10 0.15
H -5.380040 -3.919493 4.111503 0.22 0.09 -0.14
H -0.519338 -3.635900 -1.506858 -0.06 0.71 -1.22
H -2.309795 -3.828466 2.703553 0.49 -0.90 0.09
H 8.131300 2.985981 -1.229597 0.06 -0.11 0.08
H 6.501897 -0.368547 -0.392106 0.22 -0.20 0.09
H -1.078979 -1.294679 -0.831910 -0.16 0.21 -0.45
H -2.404107 -3.032257 4.216149 0.29 -0.44 0.51
H -3.737119 0.071320 -2.438604 -0.26 0.53 0.32
H 0.771884 0.255572 0.225498 0.27 0.07 -0.48
H -2.243205 -4.811315 -4.538940 -0.06 -0.53 -0.53
H -0.054500 5.824546 6.237902 0.16 0.18 -0.53
H 4.875045 -1.151410 -1.647536 -0.06 0.21 0.18
```
Positions in Å, forces in eV/Å.

Results
relative energy (zero: lowest compared OMol25 entry of this formula, charge and spin) = 0.0 kJ/mol
multiplicity = 1
structure (SMILES) = CC1(C)CCCC(C)(C)N1O.C[C@H]1COC(=O)O1.C[C@H]1COC(=O)O1.C[C@H]1COC(=O)O1.C[C@H]1COC(=O)O1.C[C@H]1COC(=O)O1.C[C@H]1COC(=O)O1.C[C@H]1COC(=O)O1.C[C@H]1COC(=O)O1.C[C@H]1COC(=O)O1.C[C@H]1COC(=O)O1
HOMO-LUMO gap = 8.3 eV
HOMO level = -8.30 eV
LUMO = 0.0 eV

Mulliken population analysis, charges in e, atoms 1 to 99:
1. O -0.441
2. O -0.369
3. O -0.386
4. O -0.127
5. O -0.528
6. O -0.335
7. O -0.567
8. O -0.373
9. O -0.423
10. O -0.559
11. O -0.313
12. O -0.416
13. O -0.253
14. O -0.055
15. O -0.555
16. O -0.401
17. O -0.295
18. O -0.607
19. O 0.301
20. O -0.263
21. O -0.507
22. O -0.059
23. O -0.414
24. O -0.381
25. O -0.405
26. O -0.570
27. O -0.533
28. O -0.537
29. O 0.336
30. O -0.604
31. O -0.066
32. N 0.468
33. C 0.105
34. C -0.551
35. C 1.660
36. C 0.588
37. C -1.538
38. C -0.758
39. C 0.621
40. C 0.416
41. C 0.263
42. C -1.343
43. C -1.573
44. C -1.261
45. C -1.997
46. C -0.712
47. C 0.871
48. C -1.564
49. C 0.719
50. C 0.507
51. C 0.136
52. C -0.134
53. C 0.640
54. C -1.201
55. C -1.387
56. C -1.147
57. C -1.484
58. C -0.384
59. C 0.336
60. C 0.213
61. C 0.820
62. C 0.505
63. C 0.606
64. C 2.121
65. C -1.112
66. C -0.412
67. C 0.457
68. C 0.886
69. C 0.336
70. C 0.312
71. C 0.649
72. C -0.504
73. C 1.035
74. C 0.925
75. C -1.443
76. C -1.583
77. C 0.702
78. C 0.535
79. C 0.405
80. C -0.351
81. C -0.299
82. H 0.245
83. H 0.197
84. H 0.380
85. H 0.452
86. H 0.350
87. H 0.071
88. H 0.139
89. H -0.418
90. H 0.448
91. H 0.326
92. H 0.408
93. H 0.361
94. H 0.079
95. H 0.278
96. H 0.459
97. H 0.302
98. H -0.017
99. H 0.355